Model 1:
DFT (ωB97M-V/def2-TZVPD) results for C16H28N2OS as an isolated structure.

Positions of all 48 atoms, in Å:
C -4.979 -1.760 -1.307
C -4.050 -0.597 -1.007
C -3.745 0.611 -1.757
C -3.028 1.409 -1.065
C -2.736 0.862 0.066
S -3.523 -0.597 0.619
C -1.964 1.593 1.382
N -0.479 1.426 0.975
C 0.096 1.860 -0.238
C 1.694 1.626 -0.015
N 1.976 0.485 0.251
C 3.389 0.292 0.197
H 3.786 -0.943 0.627
C 4.160 0.367 -1.063
C 4.867 -1.033 -1.559
H 5.629 -1.207 -0.610
H 5.323 -1.136 -2.386
H 4.161 -1.917 -1.290
C 5.196 1.576 -1.270
H 5.484 1.577 -2.089
H 5.864 1.356 -0.588
H 4.459 2.500 -0.839
H 3.334 0.518 -1.781
H 3.833 1.037 1.128
C 1.355 -0.041 1.194
C -0.072 0.026 1.278
H -0.642 -0.528 2.196
H -0.483 -0.434 0.408
C 1.545 -1.737 1.832
H 2.710 -1.893 2.036
H 1.057 -1.868 2.554
C 1.206 -2.673 0.452
O 1.922 -2.329 -0.610
H 1.818 -1.534 -0.784
H 1.483 -3.737 0.853
H 0.188 -2.426 0.472
H 1.717 0.375 2.147
H 2.139 2.031 -0.656
H 1.978 2.357 0.844
H -0.204 3.016 -0.219
H -0.129 1.170 -0.846
H -2.320 1.521 2.468
H -2.071 2.761 1.132
H -2.806 2.235 -1.434
H -4.365 0.741 -2.805
H -4.281 -2.739 -1.384
H -5.781 -1.999 -0.659
H -5.292 -1.767 -2.357

Output
- HOMO-LUMO gap: 8.215 eV
- Lowest unoccupied orbital energy: 0.0219 Eh
- HOMO energy: -7.620 eV
- Charge: 0


Model 2:
DFT (ωB97M-V/def2-TZVPD) results for one molecule with the formula C16H28N2OS.

Positions of all 48 atoms, in Å:
C -2.407 -2.899 -0.268
C -1.222 -3.459 0.513
C -1.688 -4.579 1.444
C -0.511 -2.365 1.316
C 0.291 -1.381 0.452
N -0.553 -0.362 -0.153
C -0.177 0.027 -1.497
C 1.033 0.967 -1.535
N 0.735 2.141 -0.738
C 1.714 3.209 -0.871
C 3.100 2.845 -0.412
C 4.082 2.248 -1.248
C 5.227 1.948 -0.589
S 5.147 2.379 1.074
C 3.544 2.971 0.867
C 0.473 1.759 0.635
C -0.739 0.808 0.689
C -2.007 1.593 0.319
C -3.243 0.713 0.143
O -3.340 0.309 -1.207
H -2.807 -3.651 -0.945
H -3.198 -2.607 0.421
H -2.100 -2.028 -0.838
H -0.504 -3.882 -0.198
H -2.373 -4.189 2.194
H -0.843 -5.036 1.956
H -2.204 -5.353 0.879
H 0.183 -2.843 2.013
H -1.246 -1.814 1.905
H 1.085 -0.940 1.074
H 0.784 -1.944 -0.345
H -1.036 0.531 -1.942
H 0.033 -0.871 -2.082
H 1.929 0.434 -1.165
H 1.220 1.281 -2.565
H 1.345 4.061 -0.292
H 1.743 3.493 -1.927
H 3.931 2.061 -2.297
H 6.121 1.499 -0.973
H 3.029 3.389 1.710
H 1.350 1.267 1.095
H 0.253 2.659 1.213
H -0.850 0.451 1.720
H -2.193 2.318 1.113
H -1.840 2.140 -0.607
H -3.170 -0.158 0.804
H -4.144 1.285 0.417
H -3.958 -0.425 -1.273

Output
- HOMO-LUMO gap: 8.613 eV
- Lowest unoccupied orbital energy: 0.0286 Eh
- HOMO energy: -7.834 eV
- Charge: 0
- SMILES string: CC(C)CCN1CCN(Cc2ccsc2)C[C@H]1CCO


model 2 (18.740 eV below the next structure)


Model 1:
DFT (ωB97M-V/def2-TZVPD) results for C9H26N4O3Rb as an isolated structure.

Positions of all 43 atoms, in Å:
Rb -0.337 -0.240 0.403
C 0.890 1.443 -4.346
C 0.318 0.238 -3.639
C -0.179 -0.850 -4.616
O -0.964 -1.884 -4.099
C -0.212 -2.895 -3.417
N 1.338 -0.341 -2.729
H 1.043 2.334 -3.741
H 0.153 1.776 -5.089
H 1.761 1.126 -4.918
H -0.540 0.447 -2.992
H 0.710 -1.208 -5.153
H -0.742 -0.345 -5.402
H -0.878 -3.734 -3.226
H 0.134 -2.449 -2.484
H 0.611 -3.211 -4.060
H 2.263 -0.583 -3.054
H 1.462 0.248 -1.917
C 1.680 2.597 4.305
C 0.621 2.006 3.402
C -0.533 2.960 3.076
O -1.098 3.447 4.261
C -2.420 3.906 4.162
N 1.173 1.612 2.101
H 1.220 3.065 5.176
H 2.217 3.396 3.781
H 2.461 1.890 4.587
H 0.122 1.137 3.845
H -1.287 2.469 2.445
H -0.197 3.779 2.420
H -2.630 4.496 5.054
H -3.182 3.118 4.183
H -2.581 4.519 3.271
H 1.973 1.001 2.276
H 1.653 2.437 1.737
C -0.701 -4.241 0.771
O -0.552 -3.069 1.173
N -0.169 -5.344 1.338
N -1.456 -4.460 -0.342
H -0.480 -6.268 1.116
H 0.716 -5.232 1.804
H -1.788 -3.675 -0.865
H -1.593 -5.418 -0.602

Output
- HOMO-LUMO gap: 8.980 eV
- Lowest unoccupied orbital energy: -0.1061 Eh
- HOMO energy: -11.867 eV
- Charge: +1


Model 2:
DFT (ωB97M-V/def2-TZVPD) results for C9H26N4O3Rb as an isolated structure.

Positions of all 43 atoms, in Å:
Rb -29.976 -9.128 11.216
C -29.452 -9.905 15.059
O -29.213 -9.836 13.861
N -28.568 -9.482 16.029
N -30.570 -10.517 15.597
H -28.773 -9.502 17.006
H -27.896 -8.831 15.653
H -30.771 -10.280 16.547
H -31.261 -10.901 14.981
C -34.801 -8.666 11.407
C -33.267 -8.726 11.646
C -32.929 -8.014 12.961
O -31.619 -7.557 12.882
C -31.164 -6.684 13.907
N -32.859 -10.126 11.665
H -35.315 -8.972 12.325
H -35.174 -9.374 10.672
H -35.032 -7.609 11.275
H -32.619 -8.258 10.903
H -33.119 -8.658 13.835
H -33.630 -7.188 13.153
H -32.000 -6.022 14.153
H -30.264 -6.159 13.615
H -31.007 -7.249 14.833
H -33.340 -10.643 12.390
H -32.990 -10.623 10.796
C -26.959 -10.612 10.602
C -27.393 -10.527 9.151
C -28.494 -11.459 8.638
O -29.529 -11.381 9.644
C -30.594 -12.322 9.504
N -27.827 -9.148 8.997
H -26.669 -11.648 10.808
H -27.754 -10.426 11.328
H -26.118 -9.958 10.819
H -26.474 -10.723 8.581
H -28.187 -12.505 8.660
H -28.910 -11.112 7.691
H -31.402 -12.132 10.208
H -30.204 -13.323 9.674
H -31.041 -12.196 8.516
H -27.151 -8.396 9.040
H -28.206 -9.082 8.053

Output
- HOMO-LUMO gap: 10.051 eV
- Lowest unoccupied orbital energy: -0.0843 Eh
- HOMO energy: -12.346 eV
- Charge: +1


model 2 (0.707 eV below the next structure)


Model 1:
DFT (ωB97M-V/def2-TZVPD) results for one molecule with the formula C2H3NP2.

Positions of all 8 atoms, in Å:
C -0.959 -0.804 -0.544
C 1.947 -0.280 0.947
N -0.439 -1.753 -0.006
P 1.577 1.137 0.288
P -0.038 0.922 -1.177
H -1.928 -0.588 -0.802
H 2.631 -0.577 1.776
H -0.768 2.075 -0.502

Output
- HOMO-LUMO gap (alpha / beta): 7.700 / 6.997 eV
- Lowest unoccupied orbital energy (alpha / beta): -0.0372 / -0.0506 Eh
- HOMO energy (alpha / beta): -8.713 / -8.374 eV
- Charge: 0


Model 2:
DFT (ωB97M-V/def2-TZVPD) results for one molecule with the formula C2H3NP2.

Positions of all 8 atoms, in Å:
N 5.038 -0.463 0.311
C 3.972 -0.270 0.032
P 1.961 0.294 -0.462
C 0.177 0.276 -0.321
P -0.748 -1.150 -0.223
H 2.402 1.660 -0.300
H -1.897 -0.359 -0.238
H -0.424 -1.307 1.263

Output
- HOMO-LUMO gap (alpha / beta): 7.855 / 7.856 eV
- Lowest unoccupied orbital energy (alpha / beta): -0.0660 / -0.0659 Eh
- HOMO energy (alpha / beta): -9.649 / -9.650 eV
- Charge: 0
- SMILES string: N#C[PH]#CP


Model 3:
DFT (ωB97M-V/def2-TZVPD) results for one molecule with the formula C2H3NP2.

Positions of all 8 atoms, in Å:
C -0.813 -0.332 -1.195
C 0.997 0.569 0.905
N 0.075 -0.847 -1.856
P 2.332 -0.067 0.129
P -0.837 0.671 0.373
H -1.748 -0.337 -1.575
H 0.995 0.817 2.056
H -1.002 -0.474 1.164

Output
- HOMO-LUMO gap (alpha / beta): 7.469 / 8.225 eV
- Lowest unoccupied orbital energy (alpha / beta): -0.0230 / -0.0307 Eh
- HOMO energy (alpha / beta): -8.094 / -9.061 eV
- Charge: 0


model 3 (1.111 eV below the next structure)


Model 1:
DFT (ωB97M-V/def2-TZVPD) results for one molecule with the formula C4H3NO2S.

Positions of all 11 atoms, in Å:
O -0.018 -0.085 -2.148
C -0.168 -0.666 -1.023
N -0.335 -2.118 -0.632
C 0.106 -2.033 0.651
O 0.210 -0.800 1.268
C 0.051 0.110 0.297
C 0.076 1.440 0.632
S -0.417 2.868 -0.352
H 0.136 -2.811 1.329
H 0.360 1.814 1.631
H 0.000 2.281 -1.653

Output
- HOMO-LUMO gap: 8.078 eV
- Lowest unoccupied orbital energy: -0.0345 Eh
- HOMO energy: -9.016 eV
- Charge: 0
- SMILES string: O=C1N=CO/C1=C/S


Model 2:
DFT (ωB97M-V/def2-TZVPD) results for one molecule with the formula C4H3NO2S.

Positions of all 11 atoms, in Å:
O -1.426 1.670 0.215
C -1.081 0.303 0.096
S -2.279 -0.779 -0.182
C 0.373 0.040 0.242
C 0.937 -1.173 0.258
C 2.300 -0.898 0.028
O 2.567 0.415 -0.236
N 1.330 1.101 -0.128
H -0.603 2.253 -0.250
H 0.336 -2.168 0.555
H 3.133 -1.649 -0.079

Output
- HOMO-LUMO gap: 8.306 eV
- Lowest unoccupied orbital energy: -0.0382 Eh
- HOMO energy: -9.345 eV
- Charge: 0
- SMILES string: OC(=S)c1ccon1


model 1 (1.284 eV below the next structure)


Model 1:
DFT (ωB97M-V/def2-TZVPD) results for one molecule with the formula C2H3I2N.

Positions of all 8 atoms, in Å:
H 0.573 -2.132 -1.463
N 0.627 -1.128 -1.180
C -0.315 -0.747 -0.483
I -2.082 -1.986 0.017
C -0.368 0.872 0.300
I -2.254 1.795 -0.059
H -0.099 0.657 1.436
H 0.448 1.469 -0.203

Output
- HOMO-LUMO gap: 9.452 eV
- Lowest unoccupied orbital energy: 0.0053 Eh
- HOMO energy: -9.306 eV
- Charge: 0
- SMILES string: [H]/N=C(\I)CI


Model 2:
DFT (ωB97M-V/def2-TZVPD) results for C2H3I2N as an isolated structure.

Positions of all 8 atoms, in Å:
C -1.824 -0.101 0.005
C -0.372 -0.189 -0.090
N -2.397 1.034 0.058
I -2.477 -2.106 0.018
I -4.399 1.182 -0.013
H 0.036 -0.504 -1.092
H 0.107 0.841 0.076
H -0.060 -0.949 0.665

Output
- HOMO-LUMO gap: 9.064 eV
- Lowest unoccupied orbital energy: -0.0097 Eh
- HOMO energy: -9.328 eV
- Charge: 0


model 2 (0.253 eV below the next structure)


Model 1:
DFT (ωB97M-V/def2-TZVPD) results for one molecule with the formula C10H10N2O2.

Positions of all 24 atoms, in Å:
C -1.602 1.315 3.161
C -0.358 0.658 3.046
C -2.578 1.211 2.196
C -0.150 -0.067 1.883
C -1.265 -0.187 1.024
C 1.022 -0.928 1.749
C 1.067 0.541 -1.154
C 0.335 0.548 -2.483
C 0.580 -1.691 -1.948
C 0.806 -0.851 -0.700
N -2.374 0.483 1.066
N 1.189 -1.461 0.419
O 1.666 -1.345 2.683
O 0.744 -0.736 -2.994
H -1.695 2.084 3.986
H 0.522 0.910 3.650
H -3.448 1.753 2.524
H 2.104 0.677 -1.368
H 0.657 1.324 -0.510
H -0.807 0.425 -2.228
H 0.589 1.370 -3.187
H 1.214 -2.540 -2.033
H -0.409 -2.054 -1.963
H 1.149 -2.436 0.305

Output
- HOMO-LUMO gap (alpha / beta): 7.999 / 6.439 eV
- Lowest unoccupied orbital energy (alpha / beta): -0.0088 / -0.0102 Eh
- HOMO energy (alpha / beta): -8.238 / -6.715 eV
- Charge: 0


Model 2:
DFT (ωB97M-V/def2-TZVPD) results for a 2-piece molecular cluster, C10H10N2O2 overall.

Positions of all 24 atoms, in Å:
O 0.117 -1.833 -0.691
C 0.871 -0.958 -0.622
C 0.421 0.529 -0.598
C 1.387 1.491 -0.518
N 2.781 1.007 -0.465
C 3.179 -0.280 -0.015
O 4.251 -0.423 0.667
N 2.261 -1.231 -0.208
H -0.527 0.698 -0.957
H 1.180 2.587 -0.525
H 3.412 1.765 -0.446
H 2.372 -2.161 0.453
C -1.969 -1.393 -0.039
C -2.590 -0.405 -0.785
C -2.385 0.949 -0.520
C -1.629 1.225 0.724
C -1.099 0.278 1.535
C -1.256 -1.109 1.147
H -2.002 -2.434 -0.404
H -2.989 -0.804 -1.708
H -2.921 1.560 -1.160
H -1.618 2.264 1.055
H -0.649 0.580 2.433
H -0.598 -1.902 1.644

Output
- HOMO-LUMO gap: 8.745 eV
- Lowest unoccupied orbital energy: 0.0132 Eh
- HOMO energy: -8.386 eV
- Charge: 0
- SMILES string: O=c1cc[nH]c(=O)[nH]1.c1ccccc1


Model 3:
DFT (ωB97M-V/def2-TZVPD) results for C10H10N2O2 as an isolated structure.

Positions of all 24 atoms, in Å:
C 2.664 -0.339 -0.790
C 3.008 -1.273 0.174
C 1.374 0.170 -0.847
C 2.076 -1.705 1.103
C 0.426 -0.256 0.065
C 0.788 -1.194 1.045
C -1.337 1.663 -0.047
C -1.769 0.639 -1.050
C -1.709 -0.550 1.226
C -0.987 0.211 0.166
N -0.246 -1.494 1.904
N -0.442 -2.394 2.855
O 0.507 -3.068 3.195
O -1.562 -2.446 3.317
H 3.404 -0.007 -1.503
H 4.013 -1.665 0.212
H 1.116 0.896 -1.603
H 2.343 -2.422 1.862
H -0.547 2.351 -0.306
H -2.088 2.090 0.602
H -2.815 0.372 -1.086
H -1.280 0.606 -2.013
H -2.067 -0.008 2.089
H -2.344 -1.365 0.905

Output
- HOMO-LUMO gap: 9.070 eV
- Lowest unoccupied orbital energy: 0.0230 Eh
- HOMO energy: -8.444 eV
- Charge: 0


Model 4:
DFT (ωB97M-V/def2-TZVPD) results for C10H10N2O2 as an isolated structure.

Positions of all 24 atoms, in Å:
C -1.252 0.676 0.818
C -1.452 -0.699 1.109
C -2.489 -1.363 0.333
C -3.258 -0.670 -0.575
C -2.858 0.546 -1.031
C -1.868 1.127 -0.341
C 1.171 -0.870 -0.235
C 0.922 0.544 -0.007
C 1.964 1.319 0.092
C 3.591 -0.361 -0.162
H -0.670 1.354 1.477
H -1.143 -1.131 2.107
H -2.849 -2.275 0.794
H -3.967 -1.108 -1.122
H -3.636 0.891 -1.717
H -1.694 2.228 -0.521
H 2.750 -2.185 -0.577
H -0.132 0.897 -0.031
H 1.957 2.386 0.342
H 3.926 1.560 0.141
N 2.535 -1.207 -0.011
N 3.212 0.943 -0.140
O 0.445 -1.895 -0.451
O 4.796 -0.709 -0.290

Output
- HOMO-LUMO gap: 8.857 eV
- Lowest unoccupied orbital energy: 0.0096 Eh
- HOMO energy: -8.597 eV
- Charge: 0


model 2 (0.650 eV below the next structure)